Molecular formula: C29H45F9N7O3S
Method: DFT, ωB97M-V with the def2-TZVPD basis set

```
94
Properties=species:S:1:pos:R:3:forces:R:3:mulliken_charge:R:1
C -3.45736 0.31649 3.74988 0.782 -0.226 -0.673 -1.411
C -3.47248 -0.00368 2.22336 0.210 0.014 -1.600 0.221
C -4.60165 -0.61738 1.53137 2.258 0.977 -0.683 -0.856
C -4.49235 -0.85597 0.10495 1.203 0.933 1.408 -1.060
C -3.29350 -0.49435 -0.65691 0.035 0.062 0.606 0.105
C -3.28857 -0.81915 -2.18055 0.007 -0.245 -0.054 0.298
C -3.70205 0.38961 -3.10259 0.190 -0.946 -0.519 -1.300
C -1.92705 -1.49629 -2.62904 -0.113 0.435 0.396 -1.015
C -2.15638 0.11498 0.02318 -3.242 -0.754 1.852 -0.478
O -0.96940 0.47879 -0.64273 0.055 -0.678 0.281 0.854
C 0.09324 -0.20338 -0.00799 -0.098 -0.306 1.315 -1.748
N 1.29679 -0.25590 -0.86277 -1.572 0.342 0.843 1.022
C 1.64839 1.03104 -1.54757 -0.371 0.431 -0.185 -1.355
C 1.15815 1.08715 -3.03871 0.574 0.669 -0.427 0.042
C 1.93300 2.29812 -3.73319 0.008 0.259 0.742 -1.068
C 1.08686 3.64146 -3.72133 0.045 -0.581 0.013 -0.386
N 1.85511 4.83385 -3.27577 -0.345 0.247 0.633 -0.434
C 1.51633 5.22835 -1.91543 0.043 0.357 0.981 0.314
N 0.60170 6.06913 -1.61276 0.303 -0.247 -0.819 -0.595
N 2.27209 4.69376 -0.81767 -0.585 -1.112 -1.904 -0.532
C 1.96687 -1.35178 -0.99277 2.840 0.385 -2.564 -0.112
N 3.09063 -1.32063 -1.89278 -2.066 -2.762 1.223 -0.238
C 3.17213 -2.77503 -2.29261 -0.467 -1.406 -3.570 -0.505
N 4.48107 -3.30215 -2.68928 -0.694 -0.459 0.991 -0.596
C 2.25777 -3.68570 -1.37598 1.044 1.539 -0.392 -0.242
S 0.96974 -4.59117 -2.35772 0.029 -0.240 0.317 -0.154
N 1.77583 -2.64191 -0.44174 -0.391 1.197 0.905 0.713
C 2.06336 -2.87421 0.94912 -1.234 -1.603 1.049 0.489
F 1.36099 -2.06592 1.81499 1.166 -0.040 -1.452 -0.326
F 1.59563 -4.15136 1.21302 0.517 1.407 -0.358 -0.392
C 3.59141 -2.87772 1.36573 1.108 -1.302 0.738 0.849
F 3.98624 -4.20440 1.42721 -0.453 1.420 -0.178 -0.321
F 4.43645 -2.28214 0.47496 -1.221 -0.173 0.461 -0.291
C 3.90206 -2.27953 2.78965 1.245 -0.753 1.075 0.419
F 5.20717 -2.63530 3.05940 -1.321 0.366 -0.589 -0.297
F 3.17524 -2.87163 3.78852 0.144 0.833 -1.524 -0.248
C 3.85277 -0.69930 2.87794 1.207 1.646 1.379 0.696
F 5.12600 -0.22675 2.99846 -1.356 -0.594 -0.473 -0.256
F 3.31901 -0.08914 1.78524 -0.025 -0.858 0.844 -0.164
F 3.21692 -0.28671 4.00792 0.115 -0.708 -1.618 -0.248
C -2.28288 0.33938 1.45378 -0.946 -0.533 -0.642 0.675
H -2.42350 0.06422 4.10842 -0.918 0.257 -0.162 0.310
H -3.60346 1.41311 3.94021 -0.125 -1.035 -0.154 0.318
H -4.16165 -0.31395 4.33632 0.322 0.610 -0.566 0.334
H -5.48606 -0.86968 2.14997 0.584 0.038 -0.809 0.389
H -5.36652 -1.32367 -0.39837 0.930 0.396 0.185 0.383
H -4.07445 -1.61207 -2.33100 0.668 0.765 0.257 0.596
H -2.84081 1.07914 -3.28736 -0.805 -0.295 0.416 0.186
H -3.96583 -0.05687 -4.10223 0.246 0.523 0.818 0.416
H -4.61950 0.90567 -2.73539 0.902 -0.222 -0.128 0.324
H -1.67294 -2.22949 -1.81020 -0.058 0.478 -0.962 0.121
H -2.00831 -1.99743 -3.62247 -0.110 0.213 0.818 0.463
H -1.09191 -0.74855 -2.71482 -0.844 -0.667 0.157 0.038
H 0.38094 0.32855 0.94221 -0.172 -0.531 -0.873 -0.043
H -0.22880 -1.24817 0.22284 0.370 0.777 -0.132 0.752
H 2.73888 1.22637 -1.41060 -0.759 -0.456 -0.332 0.967
H 1.10624 1.84890 -1.00031 0.479 -0.864 -0.274 0.088
H 1.34713 0.15302 -3.62326 -0.063 0.518 0.635 0.562
H 0.04814 1.26026 -3.07397 1.054 -0.205 0.157 0.046
H 2.29836 2.02354 -4.75364 -0.514 0.276 0.790 0.395
H 2.85753 2.51568 -3.12614 -0.780 -0.245 -0.671 0.366
H 0.72407 3.84918 -4.75543 0.085 -0.222 0.862 0.348
H 0.21160 3.51582 -3.02425 0.526 -0.049 -0.800 0.244
H 1.56025 5.62711 -3.84861 0.310 -0.345 0.093 0.325
H 0.14675 6.38565 -2.47599 -0.056 -0.052 0.346 0.219
H 1.61373 4.25183 -0.16954 0.234 0.622 0.213 0.345
H 2.90979 3.97152 -1.15821 -0.008 0.401 0.105 0.360
H 2.90511 -0.91623 -2.81110 -0.010 0.984 0.742 0.340
H 2.60389 -2.81474 -3.26793 0.462 0.294 0.909 0.465
H 4.74201 -4.06485 -2.05608 0.353 0.561 -0.091 0.315
H 4.38484 -3.76058 -3.59785 0.103 0.380 0.270 0.357
H 2.92824 -4.45612 -0.92245 -0.946 0.607 0.099 0.256
H -0.21155 -3.90868 -2.23260 0.946 0.232 0.328 0.173
H -1.41422 0.79235 1.98219 -0.827 -0.295 -0.307 0.352
C -1.49794 5.55577 1.86618 0.439 0.018 0.060 -1.369
C -1.16167 4.33784 1.05148 0.159 0.085 -0.087 0.822
O -0.00830 4.00921 0.84870 -0.183 -0.279 0.121 -0.645
C -2.30401 3.53441 0.49343 0.263 -0.093 -0.178 -0.423
H -0.57694 6.03233 2.20094 -0.058 -0.031 -0.059 0.351
H -2.05864 6.26639 1.25694 -0.139 -0.073 0.087 0.334
H -2.08253 5.26761 2.74205 -0.172 0.066 -0.111 0.357
H -2.90338 4.15103 -0.17920 -0.125 0.040 0.178 0.545
H -2.92215 3.15374 1.30840 -0.161 0.118 -0.088 0.280
H -1.90457 2.69126 -0.06702 -0.042 0.094 0.022 -0.399
C -0.61214 -3.37614 3.66788 -0.068 0.176 -0.349 -0.507
C -2.07879 -3.14276 3.91857 -0.273 0.044 -0.041 0.676
O -2.76820 -2.54767 3.11836 0.234 -0.275 0.101 -0.411
C -2.65446 -3.67874 5.20377 -0.278 0.156 -0.108 -1.351
H -0.33775 -2.93770 2.70830 -0.264 -0.151 0.269 -0.281
H -0.01938 -2.90242 4.45315 0.049 -0.193 0.075 0.360
H -0.40520 -4.44752 3.63615 0.099 0.025 0.189 0.435
H -2.15264 -3.21860 6.05720 0.093 -0.195 0.029 0.340
H -2.53808 -4.76335 5.24006 0.145 0.041 0.147 0.376
H -3.71654 -3.43914 5.25151 0.072 -0.015 -0.024 0.333
```
Positions in Å, forces in eV/Å.

charge: +1
DFT total energy: -3037.69708 a.u.
HOMO-LUMO gap: 7.49 eV